## i
Density functional theory data (ωB97M-V/def2-TZVPD) for the ion C18H24NO with charge +1.

Last column: Löwdin charge in e.
Geometry (Å):
O 1.02 -0.85 -0.43  -0.138
N -0.82 0.57 0.73  0.052
C 0.40 -1.06 -2.74  0.023
C -1.19 -0.65 1.49  -0.113
C 2.72 -1.35 -2.08  -0.203
C 2.05 -1.53 -4.39  -0.026
C 1.39 -1.10 -1.76  -0.216
C 3.03 -1.57 -3.42  -0.017
C -3.28 3.52 2.82  -0.059
C -2.30 3.01 1.98  -0.043
C 0.04 -1.56 1.64  -0.123
C -1.25 1.94 3.86  -0.045
C 0.72 -1.27 -4.07  -0.267
C -3.24 3.24 4.18  -0.059
C 0.57 -2.01 0.28  -0.158
C -0.23 1.66 1.57  -0.081
C -1.28 2.22 2.50  -0.243
C -2.23 2.45 4.70  -0.057
C -0.32 -1.23 -5.14  -0.042
C 3.79 -1.41 -1.03  -0.025
H 0.83 -1.04 2.18  0.122
H -0.33 -2.16 -5.70  0.089
H 4.70 -0.96 -1.40  0.088
H 1.41 -2.70 0.41  0.139
H -0.45 1.34 4.27  0.118
H -0.62 -0.86 -2.46  0.119
H -1.31 -1.06 -4.72  0.076
H -0.21 -2.52 -0.29  0.140
H 4.01 -2.44 -0.77  0.092
H -4.06 4.14 2.41  0.113
H 0.61 1.25 2.13  0.133
H -0.09 0.23 0.03  0.136
H -1.96 -1.18 0.94  0.142
H -1.59 -0.37 2.47  0.128
H -1.64 0.95 0.26  0.176
H 3.47 -0.88 -0.13  0.076
H 0.14 2.43 0.90  0.146
H -0.11 -0.43 -5.85  0.089
H -0.24 -2.44 2.22  0.134
H -4.01 3.63 4.83  0.113
H 4.05 -1.76 -3.69  0.122
H 2.32 -1.70 -5.43  0.121
H -2.32 3.25 0.93  0.116
H -2.19 2.24 5.75  0.113

**Charge**: +1
**HOMO level**: -11.5 eV
**SMILES**: Cc1ccc(C)c(OCCC[NH2+]Cc2ccccc2)c1

=====

## ii
Density functional theory data (ωB97M-V/def2-TZVPD) for the ion C18H24NO with charge +1.

Last column: Löwdin charge in e.
Geometry (Å):
O 1.61 0.54 -0.37  -0.103
N -0.08 -1.32 0.25  0.067
C -0.30 -4.33 -1.39  -0.045
C -0.64 4.73 -1.77  -0.038
C 1.17 2.23 1.22  -0.165
C -0.19 -0.82 -1.14  -0.068
C 0.47 2.60 -1.07  0.017
C 0.46 -2.71 0.38  -0.073
C 1.82 1.36 2.26  -0.027
C -2.38 -5.49 -1.19  -0.057
C -0.03 3.85 -0.73  -0.259
C 0.75 3.98 2.97  -0.033
C 0.66 3.49 1.56  -0.216
C 1.07 1.81 -0.11  -0.197
C -1.22 -5.22 -1.90  -0.055
C -0.52 -3.70 -0.18  -0.244
C 1.17 -0.19 -1.49  -0.154
C 0.07 4.27 0.58  0.003
C -2.62 -4.87 0.02  -0.057
C -1.69 -3.97 0.53  -0.042
H -3.52 -5.08 0.58  0.114
H 0.59 -0.63 0.68  0.156
H 0.65 -2.90 1.43  0.146
H -0.98 -1.28 0.73  0.183
H -1.87 -3.50 1.49  0.117
H 1.93 -0.96 -1.65  0.137
H 1.41 -2.76 -0.16  0.136
H 0.08 5.50 -2.07  0.093
H -3.10 -6.19 -1.58  0.114
H 2.35 0.53 1.80  0.075
H -0.97 -0.06 -1.18  0.142
H -0.45 -1.64 -1.82  0.132
H -0.32 5.24 0.85  0.124
H 0.61 -4.13 -1.94  0.118
H 1.79 4.12 3.26  0.092
H 0.41 2.28 -2.10  0.112
H 1.09 0.99 2.97  0.089
H -1.52 5.24 -1.38  0.085
H 1.10 0.41 -2.40  0.129
H 2.55 1.94 2.82  0.089
H 0.24 4.93 3.07  0.083
H -0.92 4.17 -2.66  0.078
H 0.31 3.27 3.66  0.087
H -1.04 -5.72 -2.84  0.114

**Charge**: +1
**HOMO level**: -11.4 eV
**SMILES**: Cc1cc(C)c(C)c(OCC[NH2+]Cc2ccccc2)c1

=====

Most stable: i (next structure +0.166 eV)

=====

## i
Density functional theory data (ωB97M-V/def2-TZVPD) for the molecule C3H3NO3.

Last column: Löwdin charge in e.
Geometry (Å):
O 1.49 -1.75 -0.44  0.039
O 0.40 1.85 1.05  0.104
O -1.06 0.57 -0.11  0.076
N -0.51 -1.59 -0.85  0.182
C -0.64 1.71 0.48  -0.290
C -0.23 -0.53 -0.16  -0.326
C 1.12 -0.84 0.31  -0.145
H -1.41 2.48 0.33  0.152
H -0.86 -1.40 -1.78  0.086
H 1.69 -0.51 1.17  0.122

**HOMO level**: -8.8 eV
**SMILES**: [H]/N=C(/C=O)OC=O

=====

## ii
Density functional theory data (ωB97M-V/def2-TZVPD) for the molecule C3H3NO3.

Last column: Löwdin charge in e.
Geometry (Å):
O -1.74 0.30 1.37  0.115
O 0.43 0.57 0.72  0.080
O 1.20 -0.54 -1.05  -0.059
N -0.70 0.68 -1.38  0.247
C -0.61 0.60 1.61  -0.280
C 0.94 -1.84 -0.94  0.133
C 0.18 0.27 -0.60  -0.500
H 1.87 -2.28 -1.39  0.025
H -0.21 0.94 2.57  0.153
H -1.37 1.29 -0.92  0.086

**HOMO level**: -9.4 eV

=====

Most stable: i (next structure +0.051 eV)

=====

## i
Density functional theory data (ωB97M-V/def2-TZVPD) for the ion C2H2N3O2 with charge +1.

Last column: Löwdin charge in e.
Geometry (Å):
O 2.38 0.66 0.38  0.118
O -3.52 0.81 0.26  0.320
N -1.47 -0.09 -0.31  0.168
N -0.59 -0.96 -0.22  0.172
N 1.26 0.39 -0.25  0.105
C 0.73 -0.77 0.00  -0.094
C -2.60 0.17 -0.03  -0.139
H 1.14 -1.72 0.27  0.149
H 2.68 1.51 -0.10  0.201

**Charge**: +1
**HOMO level (alpha / beta)**: -15.8 / -15.8 eV
**SMILES**: O=C=[N+]=N/C=N/O

=====

## ii
Density functional theory data (ωB97M-V/def2-TZVPD) for a cluster of 2 separate species, C2H2N3O2 in total.

Last column: Löwdin charge in e.
Geometry (Å):
O 4.01 0.04 -0.36  0.371
O -2.30 0.89 -0.36  -0.001
N 0.62 0.56 0.16  0.309
N -2.23 -0.27 -0.13  -0.228
N 1.71 0.80 -0.37  0.135
C 2.91 0.40 -0.20  -0.007
C -2.29 -1.30 0.45  0.199
H -0.22 1.19 0.02  0.135
H -2.21 -2.31 0.78  0.086

**Charge**: +1
**HOMO level (alpha / beta)**: -13.9 / -14.0 eV

=====

Most stable: i (next structure +1.647 eV)